# 1
Computed, not measured: a structure of composition C31H53CrNO2Si2, with ωB97M-V with the def2-TZVPD basis set.

The geometry in XYZ format:
```
90
Properties=species:S:1:pos:R:3:lowdin_spin:R:1
O -1.24054 3.27138 0.15277 0.002
O -2.18422 4.12326 -4.75421 0.000
C -2.60881 3.59514 0.51528 0.000
C -2.62138 4.42082 1.76745 0.000
H -3.11920 2.64451 0.66753 0.000
H -3.12210 4.12691 -0.29342 0.000
H -2.19460 3.84643 2.59460 0.000
H -3.64515 4.67053 2.03978 0.000
H -2.07037 5.36607 1.66529 0.000
C -0.58971 4.11343 -0.81553 0.000
C -1.31408 5.33350 -1.30536 0.000
H -0.31352 3.46891 -1.65924 0.000
H 0.34323 4.36288 -0.31138 0.000
H -2.02267 5.05222 -2.09124 0.000
H -0.57788 6.01163 -1.75183 0.000
H -1.84336 5.87049 -0.51330 0.000
C -1.03997 3.31684 -5.01177 0.000
C -3.40958 3.40340 -4.83005 0.000
C 0.17894 4.21593 -5.11250 0.000
H -1.18577 2.78654 -5.97294 0.000
H -0.87847 2.54119 -4.23181 0.000
H -0.02762 5.03046 -5.81379 0.000
H 1.03559 3.64308 -5.47749 0.000
H 0.43737 4.65477 -4.14146 0.000
C -4.52040 4.37909 -5.16897 0.000
H -3.64623 2.88543 -3.87872 0.000
H -3.34728 2.62561 -5.61142 0.000
H -4.56388 5.19567 -4.44346 0.000
H -5.48356 3.86660 -5.19818 0.000
H -4.31700 4.81457 -6.15043 0.000
H -1.40809 0.26017 -1.08399 0.006
Cr 0.22551 0.56348 0.41511 3.337
C -2.33457 0.65438 -1.51371 0.016
Si -2.52104 -1.13690 -2.07448 0.002
H -2.95902 1.04686 -0.69172 0.000
H -2.09293 1.45922 -2.22860 0.001
C -4.38208 -1.11925 -2.11549 0.001
C -1.88167 -2.52039 -0.95008 0.000
C -1.58166 -1.13371 -3.68956 0.000
C 0.95960 1.79415 1.82275 -0.224
Si 2.57074 2.29764 1.01305 -0.015
H 1.03235 1.23981 2.79188 -0.002
H 0.17792 2.57620 1.92090 -0.013
C 2.90677 4.01014 1.71862 -0.011
C 2.70329 2.43249 -0.87046 0.002
C 3.82291 1.01199 1.55782 0.002
H -1.54741 -0.11873 -4.10847 0.000
H -2.09386 -1.77754 -4.41454 0.000
H -0.54094 -1.46915 -3.61693 0.000
H -4.75666 -0.87588 -1.10815 0.000
H -4.79730 -2.07250 -2.45014 0.000
H -4.69121 -0.30935 -2.79263 0.000
H -2.14588 -2.41924 0.11388 0.000
H -0.78670 -2.63331 -0.95639 0.000
H -2.28564 -3.50222 -1.26691 0.000
H 3.24072 3.36294 -1.11816 0.001
H 1.73437 2.45130 -1.39529 0.001
H 3.28403 1.58868 -1.27273 0.000
H 4.81537 1.48537 1.58411 0.000
H 3.84909 0.14152 0.88600 0.000
H 3.56126 0.66154 2.56709 0.000
H 3.98824 4.16477 1.83190 -0.002
H 2.42090 4.07269 2.70385 -0.001
H 2.48744 4.79076 1.06541 0.000
C 2.81359 -1.16054 -2.76564 -0.007
C 3.50969 -2.07543 -1.97622 0.015
C 3.07604 -2.36303 -0.68145 -0.004
C 1.95729 -1.67395 -0.15894 0.001
C 1.33909 -0.64273 -0.89523 -0.120
C 1.70198 -0.45673 -2.22730 -0.005
C 1.34165 -1.97319 1.13526 0.014
C 1.75691 -3.01175 1.99055 -0.001
C 0.98241 -3.36142 3.07366 0.013
C -0.24984 -2.70537 3.27893 0.000
C -1.19948 -3.13795 4.24712 0.003
C -2.43332 -2.52551 4.37060 -0.001
C -2.76611 -1.43211 3.55085 0.004
C -1.84468 -0.95463 2.61607 0.005
C -0.58541 -1.57690 2.45459 0.005
N 0.27651 -1.16827 1.45076 -0.025
H 3.11957 -0.97073 -3.80237 -0.001
H 4.39107 -2.57918 -2.37664 0.001
H 3.58295 -3.10367 -0.06442 -0.001
H 1.14998 0.24765 -2.85529 -0.002
H 2.68655 -3.53900 1.77663 0.000
H 1.27678 -4.16469 3.75489 0.001
H -0.93409 -3.98484 4.88900 0.000
H -3.16390 -2.87577 5.10930 0.000
H -3.74488 -0.95443 3.65011 0.000
H -2.09319 -0.10006 1.97622 0.004
```

Computed properties:
* gap between HOMO and LUMO (alpha / beta): 7.21 / 7.60 eV
* molecular weight: 579.94 g mol⁻¹
* ΔE to the lowest compared entry with this formula, charge and spin: 1.147 eV
* E_LUMO (alpha / beta): -4.14 / -3.82 eV
* spin multiplicity: 4
* net charge: +1

---

# 2
Computed, not measured: a structure of composition C31H53FeNO2Si2, with ωB97M-V with the def2-TZVPD basis set.

The geometry in XYZ format:
```
90
Properties=species:S:1:pos:R:3:lowdin_spin:R:1
O -1.61850 -2.66342 -3.23182 0.000
O -2.75601 -1.42186 -4.81930 0.000
C -0.28250 -3.12283 -3.58752 0.000
C 0.00859 -4.56449 -3.23487 0.000
H 0.43980 -2.45514 -3.10800 0.000
H -0.19071 -2.95486 -4.66571 0.000
H 0.10525 -4.71650 -2.16168 0.000
H 0.96269 -4.83197 -3.70199 0.000
H -0.75770 -5.22942 -3.62946 0.000
C -2.14463 -3.10546 -1.94649 0.000
C -3.64084 -3.18214 -2.11380 0.000
H -1.84439 -2.37883 -1.16461 0.000
H -1.69726 -4.08428 -1.70951 0.000
H -4.06596 -2.23247 -2.47036 0.000
H -4.10508 -3.44503 -1.15185 0.000
H -3.87666 -3.96360 -2.85578 0.000
C -3.72864 -0.33193 -4.53289 0.000
C -2.56541 -1.76285 -6.21149 0.000
C -3.64911 0.10497 -3.09448 0.000
H -4.71197 -0.73771 -4.81980 0.000
H -3.45179 0.50376 -5.20013 0.000
H -4.24816 -0.52679 -2.43432 0.000
H -4.11775 1.09313 -3.04609 0.000
H -2.64006 0.21062 -2.69022 0.000
C -3.38863 -2.97200 -6.57091 0.000
H -1.49552 -1.91792 -6.32516 0.000
H -2.87260 -0.87952 -6.79261 0.000
H -3.29761 -3.80560 -5.86597 0.000
H -3.07110 -3.31468 -7.56283 0.000
H -4.44843 -2.71402 -6.64223 0.000
H -2.51679 -2.19046 -4.13932 0.000
Fe 0.60150 0.94433 -0.54210 2.839
C 0.59188 0.60055 -2.34049 -0.033
Si 0.91714 1.45005 -4.03449 0.007
H -0.48238 0.30097 -2.49283 0.010
H 1.13509 -0.36491 -2.39790 0.005
C 1.97836 0.07973 -4.81543 0.001
C 1.56992 3.17125 -3.69677 0.003
C -0.65780 1.52174 -5.11410 0.000
C 2.47891 0.85429 -0.96299 0.027
Si 3.22923 2.06317 0.23591 0.010
H 2.75288 1.19881 -1.98051 0.008
H 2.87950 -0.17320 -0.89981 0.017
C 4.00631 3.42427 -0.80612 0.001
C 4.53771 1.14340 1.20807 0.001
C 1.89939 2.79903 1.33996 0.012
H -0.55289 2.27182 -5.92506 0.000
H -1.53762 1.80078 -4.51307 0.000
H -0.88432 0.55412 -5.59581 0.000
H 2.79982 -0.25909 -4.17003 0.000
H 2.42089 0.36237 -5.77857 0.000
H 1.33252 -0.79250 -4.99212 0.000
H 2.18840 3.22460 -2.79124 0.001
H 0.72644 3.86370 -3.55400 0.000
H 2.16567 3.58650 -4.51683 0.000
H 5.25410 0.63983 0.54553 0.000
H 4.08420 0.37600 1.84702 0.000
H 5.09625 1.83289 1.85410 0.000
H 1.48575 2.07537 2.05367 0.002
H 1.06423 3.26520 0.78844 0.002
H 2.43795 3.58225 1.89278 0.002
H 4.92764 3.77756 -0.32682 0.000
H 3.33503 4.28549 -0.91126 0.000
H 4.26466 3.07278 -1.81274 0.000
C -2.74181 3.63587 -1.17587 0.050
C -3.63995 3.10581 -0.24714 -0.002
C -3.25340 2.01502 0.54012 0.042
C -1.96043 1.45208 0.40812 0.023
C -1.07252 2.00113 -0.52596 0.054
C -1.44484 3.08756 -1.30387 0.002
C -1.46041 0.32365 1.20804 0.192
C -2.15945 -0.27423 2.26983 0.016
C -1.51295 -1.13242 3.13216 0.207
C -0.17046 -1.48757 2.89344 0.016
C 0.62642 -2.19146 3.84406 0.067
C 1.95018 -2.50266 3.55721 0.030
C 2.48568 -2.22212 2.28238 0.068
C 1.69482 -1.61090 1.31096 0.046
C 0.42821 -1.08748 1.65722 0.040
N -0.19568 -0.10744 0.88809 0.211
H -3.03203 4.47507 -1.80279 0.004
H -4.63362 3.53726 -0.14503 -0.002
H -3.94470 1.60024 1.26977 0.002
H -0.74473 3.50528 -2.02698 0.000
H -3.20277 -0.00735 2.43788 -0.004
H -1.99104 -1.53731 4.02875 0.013
H 0.18423 -2.45073 4.81017 0.002
H 2.58323 -2.98313 4.30226 0.001
H 3.51732 -2.48525 2.03843 0.004
H 2.04939 -1.49743 0.28077 0.004
```

Computed properties:
* gap between HOMO and LUMO (alpha / beta): 3.66 / 6.28 eV
* molecular weight: 583.79 g mol⁻¹
* ΔE to the lowest compared entry with this formula, charge and spin: 3.949 eV
* E_LUMO (alpha / beta): -0.22 / -0.22 eV
* spin multiplicity: 5

---

It is found that the largest force on an atom values, taken in the order of the records, are 1.75 4.30 eV Å⁻¹.
It is found that the total energy values, taken in the order of the records, are -3041.44554 -3260.74291 Ha.